C64H162N10O22 | wB97M-V/def2-TZVPD

Computed properties:
- E: -128922.6276 eV
- Orbital gap: 9.127 eV
- SMILES string: COCCNCCOC.COCCNCCOC.COCCNCCOC.COCCNCCOC.COCCNCCOC.COCCNCCOC.COCCNCCOC.COCCNCCOC.COCCNCCOC.COCCNCCOC.CCO.CCO
- Energy relative to the best compared isomer or geometry (same formula, charge and spin): 31.0 kcal per mole
- Highest occupied orbital energy: -8.4 eV
- LUMO: 0.76 eV

The geometry in ORCA input format:
```
! RIJCOSX wB97M-V def2-TZVPD def2/J DEFGRID3
* xyz 0 1
C 11.07 27.43 21.72
O 11.80 27.27 22.91
C 12.07 25.89 23.24
C 12.71 25.86 24.65
N 14.06 26.23 24.49
C 14.79 26.08 25.75
C 16.30 26.19 25.57
O 16.92 25.33 26.55
C 18.28 25.24 26.37
H 10.02 27.22 21.98
H 11.43 26.77 20.95
H 11.17 28.43 21.37
H 12.79 25.52 22.46
H 11.18 25.29 23.21
H 12.70 24.87 24.97
H 12.12 26.52 25.31
H 14.26 27.14 24.04
H 14.59 25.07 26.17
H 14.51 26.85 26.55
H 16.60 27.17 25.84
H 16.64 25.90 24.56
H 18.77 24.66 27.17
H 18.66 26.26 26.28
H 18.54 24.70 25.45
C 22.03 24.15 29.86
O 22.71 24.01 28.57
C 21.76 24.32 27.64
C 22.23 24.13 26.22
N 23.39 25.04 26.03
C 24.15 24.61 24.83
C 25.33 25.55 24.45
O 25.11 26.62 23.58
C 23.91 27.29 23.88
H 22.74 24.26 30.66
H 21.38 23.25 30.03
H 21.44 25.07 29.82
H 21.48 25.33 27.85
H 20.88 23.75 27.68
H 21.47 24.36 25.53
H 22.44 23.04 26.04
H 23.97 24.81 26.84
H 23.40 24.54 24.05
H 24.65 23.65 25.10
H 26.19 24.93 24.07
H 25.69 25.91 25.43
H 23.15 26.59 24.11
H 23.64 27.86 22.95
H 24.12 28.12 24.64
C 18.32 19.50 21.80
O 18.81 19.03 20.55
C 18.01 19.55 19.47
C 18.49 19.00 18.13
N 18.10 17.62 17.82
C 16.61 17.45 17.50
C 16.34 17.76 16.05
O 16.88 16.66 15.26
C 16.65 16.82 13.89
H 18.14 20.58 21.80
H 19.24 19.47 22.43
H 17.42 18.91 22.15
H 18.06 20.67 19.47
H 16.92 19.29 19.50
H 19.55 19.04 18.11
H 18.13 19.63 17.31
H 18.66 17.24 17.06
H 16.04 18.03 18.25
H 16.32 16.38 17.68
H 16.82 18.68 15.60
H 15.24 17.76 15.88
H 15.54 16.99 13.69
H 16.94 15.91 13.31
H 17.11 17.74 13.58
C 21.65 17.16 26.05
O 20.59 16.16 26.02
C 19.26 16.70 26.20
C 18.21 15.62 26.03
N 18.27 14.88 27.29
C 17.82 13.50 27.18
C 18.94 12.64 26.61
O 20.02 12.78 27.55
C 21.17 11.99 27.35
H 21.80 17.58 27.06
H 21.44 17.96 25.27
H 22.52 16.68 25.62
H 19.20 17.46 25.39
H 19.08 17.21 27.16
H 18.57 15.01 25.11
H 17.18 16.00 25.95
H 19.17 14.82 27.74
H 16.94 13.41 26.50
H 17.50 13.07 28.05
H 19.23 12.97 25.58
H 18.58 11.63 26.46
H 21.37 11.85 26.28
H 21.16 10.97 27.75
H 21.99 12.53 27.81
C 19.83 13.38 22.63
O 20.35 14.43 21.91
C 20.46 15.66 22.60
C 21.46 16.53 21.88
N 22.86 16.12 21.97
C 23.71 16.77 21.00
C 25.17 16.37 21.25
O 25.97 17.08 20.38
C 27.33 16.57 20.43
H 18.98 13.78 23.19
H 20.59 13.12 23.41
H 19.67 12.54 22.06
H 20.88 15.45 23.64
H 19.46 16.16 22.68
H 21.29 17.55 22.22
H 21.08 16.61 20.80
H 22.82 15.09 21.88
H 23.54 17.85 21.18
H 23.48 16.59 19.87
H 25.23 15.29 21.14
H 25.39 16.62 22.33
H 27.98 17.32 19.96
H 27.42 15.61 19.94
H 27.69 16.46 21.50
C 24.99 21.86 17.86
O 26.06 21.91 18.83
C 26.68 20.66 18.79
C 27.72 20.64 19.96
N 27.09 20.75 21.21
C 28.03 20.74 22.33
C 27.51 21.66 23.45
O 28.13 21.31 24.71
C 27.26 21.81 25.68
H 24.26 21.08 18.17
H 25.50 21.57 16.91
H 24.48 22.78 17.63
H 27.20 20.41 17.83
H 25.92 19.83 18.83
H 28.47 21.42 19.73
H 28.23 19.70 19.84
H 26.39 21.42 21.23
H 29.11 21.12 22.09
H 28.13 19.68 22.74
H 26.45 21.44 23.56
H 27.65 22.74 23.27
H 26.16 21.66 25.52
H 27.43 22.95 25.85
H 27.57 21.42 26.67
C 24.43 24.16 21.55
O 23.09 24.61 21.70
C 22.63 25.59 20.81
C 21.28 26.09 21.46
N 20.22 25.05 21.29
C 18.96 25.28 21.87
C 17.95 24.09 21.66
O 16.99 24.14 22.71
C 15.98 23.20 22.64
H 25.16 24.97 21.79
H 24.52 23.77 20.53
H 24.68 23.36 22.25
H 22.58 25.26 19.83
H 23.36 26.47 20.80
H 20.98 26.97 20.98
H 21.49 26.35 22.51
H 20.63 24.22 21.60
H 18.44 26.18 21.46
H 19.01 25.48 22.97
H 18.64 23.21 21.63
H 17.49 24.16 20.60
H 16.44 22.20 22.55
H 15.25 23.37 21.80
H 15.46 23.37 23.57
C 22.74 22.50 13.31
O 22.24 22.56 14.63
C 22.19 23.96 14.96
C 21.25 24.10 16.10
N 21.67 23.23 17.20
C 20.85 23.30 18.48
C 21.43 22.41 19.48
O 21.31 21.07 18.96
C 22.08 20.13 19.74
H 23.75 22.98 13.24
H 22.13 23.12 12.63
H 22.67 21.49 12.93
H 21.68 24.56 14.11
H 23.19 24.31 15.22
H 20.24 23.94 15.71
H 21.33 25.14 16.49
H 21.66 22.30 16.91
H 19.78 23.11 18.28
H 20.90 24.40 18.73
H 20.81 22.47 20.41
H 22.45 22.63 19.64
H 22.22 19.21 19.11
H 21.58 19.87 20.63
H 23.13 20.50 19.85
C 16.98 19.97 26.46
O 17.84 20.26 25.38
C 19.17 20.55 25.76
C 19.93 21.23 24.69
N 21.34 21.06 24.91
C 22.06 21.39 23.77
C 23.47 20.91 23.71
O 23.44 19.49 23.71
C 24.78 19.00 23.75
H 17.03 20.77 27.25
H 17.15 18.99 27.00
H 16.00 19.83 26.12
H 19.70 19.60 26.10
H 19.16 21.20 26.66
H 19.68 22.28 24.74
H 19.67 20.86 23.71
H 21.59 20.08 25.20
H 22.12 22.52 23.79
H 21.59 21.15 22.81
H 24.07 21.26 24.58
H 23.89 21.36 22.76
H 24.73 17.83 23.87
H 25.25 19.28 24.69
H 25.39 19.29 22.91
C 17.49 19.71 32.58
O 18.01 19.19 31.32
C 18.85 18.03 31.45
C 20.29 18.45 31.68
N 21.04 18.70 30.40
C 20.60 19.90 29.73
C 21.46 20.28 28.61
O 22.83 20.54 29.06
C 23.62 20.65 27.87
H 16.63 19.03 32.83
H 17.11 20.68 32.26
H 18.28 19.76 33.28
H 18.71 17.43 30.51
H 18.52 17.54 32.39
H 20.83 17.67 32.26
H 20.28 19.34 32.31
H 22.05 18.68 30.56
H 20.62 20.78 30.41
H 19.61 19.68 29.40
H 21.06 21.20 28.08
H 21.58 19.52 27.88
H 23.60 19.71 27.28
H 24.60 20.94 28.22
H 23.23 21.50 27.31
C 16.68 23.74 29.94
C 18.02 23.17 29.80
O 18.02 21.85 29.28
H 16.76 24.76 30.34
H 16.00 23.20 30.59
H 16.25 23.88 28.95
H 18.60 23.10 30.78
H 18.76 23.63 29.17
H 17.76 21.18 29.95
C 14.94 17.20 30.15
C 15.80 16.11 29.38
O 17.02 16.73 28.91
H 14.02 16.79 30.65
H 14.58 17.89 29.37
H 15.52 17.73 30.99
H 15.16 15.93 28.52
H 16.05 15.26 29.97
H 17.47 16.02 28.29
*
```